1.
Molecular formula: C32H33BN5O12S
Method: DFT, ωB97M-V with the def2-TZVPD basis set

XYZ file:
```
84
Properties=species:S:1:pos:R:3:forces:R:3
O -5.640117 2.881209 0.016358 -0.17 0.37 -0.43
C -3.898940 1.055658 2.373647 -0.01 -0.13 0.05
C 8.429945 -3.782834 0.420081 0.01 0.18 0.09
C -6.496726 3.557526 -2.005204 -0.42 0.41 -0.41
C -8.057976 5.227335 -3.554479 0.02 -0.01 0.02
H 1.409110 0.042079 3.230764 0.37 -0.17 -1.12
O -5.114784 1.744316 -1.739687 0.06 0.00 0.02
H 2.895627 2.900523 -2.261929 -0.16 0.00 0.01
C -1.590286 -4.743772 1.513401 -0.19 -0.65 0.04
H -3.540087 -4.309503 0.690374 0.14 0.05 0.05
H -4.346178 1.281801 0.299701 0.16 -0.09 -0.14
C 1.104612 4.105209 -2.339902 0.39 0.27 -0.48
C -0.734456 -5.715060 2.019995 0.16 -0.02 0.07
C -4.019308 0.242155 3.495290 -0.02 0.02 -0.21
O 1.022374 2.423420 -0.763314 0.36 -0.30 0.27
H -0.525100 -7.790350 2.510687 0.00 0.06 -0.02
C -7.150423 4.628022 -1.408161 -0.04 0.08 0.15
C -7.933374 5.464924 -2.190297 0.07 -0.13 -0.15
C -5.240327 -1.355060 2.189833 0.35 0.75 0.01
H 0.266689 -5.466714 2.345327 -0.09 0.14 -0.05
H -5.536142 -0.851225 0.109769 -0.03 -0.12 0.12
C 2.373108 5.507195 -4.353053 -0.03 -0.01 0.02
O -6.083234 -3.282102 3.110233 0.06 -0.04 0.09
H -0.403247 -0.965397 1.354095 0.55 0.59 -0.06
S 1.382115 0.660803 1.992666 -1.67 0.18 -0.12
C 0.454565 5.177209 -2.938884 -0.18 0.09 0.01
O 11.652880 -2.218213 -1.572866 -0.06 -0.13 -0.07
O -0.701052 3.678827 -0.997857 -0.01 -0.11 0.09
C 7.930278 -3.076472 1.507848 -0.02 0.02 -0.02
O 3.817475 1.825806 1.151915 -1.27 -1.81 -0.28
C -4.443520 0.658604 1.157792 0.32 -0.59 0.61
H -0.540440 5.471404 -2.632996 0.06 -0.15 0.09
H 0.598863 6.714244 -4.425384 -0.01 -0.04 0.05
N 0.422652 3.351883 -1.290862 -0.23 0.32 -0.11
H -6.093341 2.486728 -3.835216 0.02 -0.01 0.19
H 3.329571 2.361959 0.501438 0.18 0.50 0.33
H 2.867655 6.052782 -5.147593 -0.02 -0.03 0.05
C -3.309575 -6.378127 1.182645 0.18 -0.04 0.07
C -6.606580 3.317104 -3.369303 0.04 -0.10 -0.12
C 0.384090 -0.400285 0.830025 0.10 -0.19 -0.65
H 8.116836 -1.323572 2.735646 0.08 0.00 -0.01
H 10.048793 -0.437221 1.491405 0.12 -0.08 -0.15
C 4.984269 -0.811672 0.933861 0.90 -1.19 -0.32
O -0.003379 -3.097350 1.797750 0.10 -0.21 0.17
H -2.810529 -8.379244 1.775937 0.02 0.05 -0.01
C -2.874712 -5.064640 1.088936 -0.16 0.13 -0.06
H -4.308346 -6.640233 0.858606 0.03 0.07 0.01
O 3.553012 -0.614811 0.740998 -0.32 2.17 1.70
C -1.179015 -7.025372 2.112189 -0.16 0.09 -0.08
C 9.600078 -1.373379 1.187226 0.01 0.14 0.09
H -0.057025 0.306838 0.097691 0.34 -0.17 0.70
H 1.048848 -1.106938 0.283927 -0.35 0.51 0.73
C -4.692800 -0.968789 3.406979 0.03 -0.08 0.17
C -5.115852 -0.551897 1.060998 -0.02 -0.04 -0.04
C 3.018251 4.437389 -3.742833 -0.14 0.07 0.03
N -5.967492 -2.620882 2.098849 -0.10 -0.16 0.01
C -2.464889 -7.355538 1.697020 0.02 0.06 -0.01
H 5.575100 -0.414181 0.082167 -0.48 0.04 0.67
H -8.450155 6.300741 -1.736526 0.04 -0.05 0.02
B 3.124818 0.613701 1.215769 1.95 -0.78 -1.00
H -3.591831 0.554369 4.440392 -0.06 -0.05 -0.01
O 11.757136 -0.544640 -0.231929 -0.05 0.12 0.12
C 1.095750 5.879014 -3.949232 0.16 -0.15 0.04
H -7.061329 4.817840 -0.346942 0.09 -0.16 -0.05
H 7.084655 -3.467632 2.062524 0.06 -0.01 0.00
N -1.139340 -3.358952 1.436670 -0.11 -0.32 0.02
N 11.257112 -1.578127 -0.622439 0.30 0.12 -0.20
O -6.415441 -2.940669 1.015813 0.04 -0.01 -0.13
C 8.510917 -1.871980 1.888826 -0.03 -0.15 -0.18
C -7.393755 4.157340 -4.143455 -0.02 0.09 0.18
H 7.973985 -4.719709 0.125943 0.06 0.03 -0.01
C 9.517215 -3.289200 -0.288136 0.00 -0.10 -0.08
H -7.492653 3.976858 -5.206173 0.03 -0.02 0.05
C 2.385980 3.731744 -2.729998 0.09 -0.06 0.02
H -8.676347 5.878201 -4.161034 0.03 -0.03 0.03
H 4.013173 4.152321 -4.059843 -0.05 -0.01 0.04
N -5.688805 2.661032 -1.181630 -0.15 0.19 0.11
H 5.136640 -1.916951 0.941157 -0.18 0.88 0.00
H -4.784867 -1.593647 4.285302 -0.11 -0.08 -0.15
H -3.379940 2.004981 2.447778 -0.05 -0.03 -0.02
C 10.096147 -2.089988 0.106491 -0.62 -0.30 0.40
H 5.333901 -0.425300 1.920093 -0.30 -0.05 -0.88
H 9.900826 -3.844251 -1.133574 0.13 0.16 0.03
O -1.921339 -2.529217 1.019904 -0.07 0.21 -0.04
```
Positions in Å, forces in eV/Å.

Results
total charge = +1
F_max = 2.77 eV/A
HOMO = -0.418 Ha
LUMO level = -3.4 eV
energy above the lowest of the compared OMol25 structures with the same formula, charge and spin = 0.786 eV

---

2.
Molecular formula: C32H33BrN7OPbSi
Method: DFT, ωB97M-V with the def2-TZVPD basis set

XYZ file:
```
76
Properties=species:S:1:pos:R:3:forces:R:3
C 0.968815 6.562306 0.822220 -0.19 -0.05 0.02
H -5.651006 -2.396601 3.294667 0.11 -0.01 -0.11
C 1.301708 0.816929 4.142463 0.00 -0.17 0.05
C 0.195256 3.177256 -0.603638 -0.21 -0.38 -0.42
H 2.914598 7.447400 0.992110 0.07 0.11 0.06
N -2.882957 -0.145292 -2.161965 -0.57 0.56 -0.13
C -4.709663 -1.134356 -3.329775 -0.22 0.34 -0.08
N 0.930735 -0.624506 0.789365 -0.55 -0.18 -0.66
H -2.990397 0.667002 1.139565 -0.07 0.17 0.05
C 1.538364 -1.420556 -0.049008 0.55 0.27 -0.14
H 5.031425 -2.400911 -2.405068 0.00 0.17 -0.10
H -2.874265 -2.096996 -2.759046 0.05 -0.12 -0.01
H 2.759076 -3.504873 2.865683 -0.01 -0.05 0.07
C -3.555746 1.019449 -2.117053 -0.93 -1.18 -0.66
C 0.239211 5.472699 0.395648 0.15 0.02 -0.02
H 2.418523 -5.734442 -2.480231 0.08 -0.08 -0.17
C 0.844951 0.628972 2.846829 0.11 -0.28 -0.17
N -1.693833 2.044686 -1.060474 -1.15 -0.27 -0.43
Br -1.210562 -3.417939 -0.601448 0.03 -0.12 0.05
C -5.412678 0.064809 -3.295802 0.13 -0.44 -0.02
Pb -0.485375 -0.061147 -1.055573 0.65 -1.05 -0.65
H 1.451462 -3.282812 1.693693 -0.02 -0.09 -0.05
H 2.546098 -3.457414 -4.680049 0.09 -0.17 -0.16
C 2.223186 2.153755 -1.053381 0.41 0.13 0.06
Si 2.671198 -3.262648 -2.175062 -0.05 0.25 -0.09
C -4.105278 -0.963214 1.975488 -0.08 -0.15 0.05
N 2.921839 3.256905 -0.757715 0.18 -0.20 -0.09
C -3.453504 -1.184106 -2.745010 -0.05 -0.12 -0.11
C -4.834985 1.153200 -2.675286 0.62 0.19 0.38
H -4.784345 -0.335120 2.535458 0.02 0.05 0.05
C 3.016162 5.506643 0.123818 -0.02 0.04 0.04
H 4.089280 5.510366 0.006266 0.13 0.05 0.03
C 4.562186 -3.251236 -1.919102 -0.68 -0.09 -0.16
H 0.898334 -5.025669 -1.963773 -0.19 0.00 -0.09
H 4.809562 -3.199315 -0.861918 -0.07 0.00 0.18
C -3.119384 -0.403857 1.191253 -0.27 -0.12 0.26
C 2.094563 -0.122455 4.769689 0.02 0.09 0.02
H 3.056921 -2.664340 1.342975 0.05 -0.17 0.00
N -1.097485 3.177757 -0.653726 -0.12 1.33 0.47
C -2.894056 2.149406 -1.534299 1.40 0.85 0.55
H 2.776457 1.271871 -1.346633 0.17 -0.09 -0.03
H 2.458954 0.052351 5.769474 0.02 -0.02 0.13
C -0.036378 1.689808 2.259370 0.19 -0.04 -0.10
C 2.405251 -1.292300 4.098345 -0.05 0.18 0.10
H -0.638710 1.300140 1.438260 -0.09 0.10 0.07
H -5.339635 2.105355 -2.619129 -0.08 0.09 -0.03
C -2.390983 -2.439907 0.495788 -0.25 0.08 0.21
H -3.360327 -4.188644 1.284271 -0.01 -0.13 -0.04
C 2.126652 -2.787946 -3.936282 0.36 -0.26 0.53
H 5.021018 -4.154074 -2.313375 0.03 -0.15 -0.12
C 0.889908 4.368414 -0.156731 0.55 0.16 0.09
C 1.239890 -0.516613 2.125216 0.42 0.13 1.23
C 2.330963 -2.818694 2.139365 0.11 -0.01 0.03
C -3.316568 -3.113341 1.263407 -0.22 0.04 0.17
H 2.422654 -1.777520 -4.200716 0.06 0.20 0.03
H 3.930054 3.268926 -0.831654 -0.13 -0.20 -0.02
N 0.937192 2.076507 -1.005767 -0.43 0.33 0.11
H -3.378022 3.121428 -1.587749 0.08 0.08 0.09
H 2.169463 -5.321239 -0.798787 0.09 0.00 0.26
C 1.982631 -1.518880 2.800693 -0.12 0.20 -0.10
H 2.995997 -2.042716 4.600809 0.07 -0.17 0.01
H 0.468469 7.400892 1.280638 -0.06 0.08 -0.02
C 1.974171 -4.998492 -1.815453 0.25 0.64 -0.02
H -6.389496 0.146269 -3.747829 -0.07 -0.01 -0.03
O -5.109965 -3.001179 2.768966 -0.25 -0.26 0.22
H -5.112812 -2.003381 -3.823621 -0.05 -0.11 0.00
C 2.352420 6.584626 0.674895 0.12 -0.20 -0.14
H -0.833804 5.442841 0.479984 -0.14 0.02 0.04
C 1.950836 -1.963639 -1.073157 0.41 -0.59 -0.27
H -0.691809 2.081917 3.035030 -0.14 0.06 -0.07
C -4.209450 -2.359129 2.031337 0.56 0.55 -0.42
C 2.288992 4.390967 -0.268707 -0.60 0.19 0.14
H 1.044226 -2.855130 -4.010239 -0.20 0.00 0.03
H 1.029735 1.725578 4.659293 -0.08 0.11 0.10
H 0.557997 2.526020 1.882782 -0.07 0.02 -0.05
N -2.273900 -1.120822 0.459116 0.15 -0.15 0.02
```
Positions in Å, forces in eV/Å.

Results
total charge = +1
F_max = 1.73 eV/A
HOMO = -0.326 Ha
LUMO level = -3.7 eV
energy above the lowest of the compared OMol25 structures with the same formula, charge and spin = 0.000 eV

---

Computed frontier orbital gap (eV) in order:
8.011, 5.170